Record 1
{"formula": "CHN2O3P", "method": "ωB97M-V with the def2-TZVPD basis set", "gap_ev": 7.00, "lumo_energy_ev": 7.4, "total_energy_ev": -19465.430, "total_charge": -2, "smiles": "N#CNP(=O)([O-])[O-]", "elements": ["N", "C", "N", "P", "O", "O", "O", "H"], "positions_angstrom": [[2.72803, 1.33197, -0.28837], [1.83578, 0.67317, -0.09128], [0.58669, -0.32654, -0.20217], [-1.28704, -0.13482, 0.06499], [-1.48439, -0.43317, 1.53534], [-1.74000, -1.24325, -0.88806], [-1.47490, 1.25847, -0.45672], [0.83583, -1.12583, 0.32627]], "forces_ev_per_angstrom": [[3.41, 2.49, -0.35], [-8.06, -5.80, 0.07], [3.92, 3.39, -0.40], [-0.19, -0.27, -1.03], [0.16, 0.16, 0.04], [0.37, 0.23, 0.65], [-0.31, 0.65, 0.29], [0.69, -0.85, 0.72]]}

***

Record 2
{"formula": "C41H81Cl7N4O4", "method": "ωB97M-V with the def2-TZVPD basis set", "gap_ev": [2.22, 7.35], "spin_multiplicity": 6, "lumo_energy_ev": [1.9, 1.0], "total_energy_ev": -145623.852, "total_charge": -1, "elements": ["C", "C", "C", "C", "C", "C", "N", "O", "C", "C", "C", "H", "H", "H", "H", "H", "H", "H", "H", "H", "H", "H", "H", "H", "H", "H", "H", "H", "H", "C", "C", "C", "C", "C", "C", "N", "O", "C", "C", "C", "H", "H", "H", "H", "H", "H", "H", "H", "H", "H", "H", "H", "H", "H", "H", "H", "H", "H", "C", "C", "C", "C", "C", "C", "N", "O", "C", "C", "C", "H", "H", "H", "H", "H", "H", "H", "H", "H", "H", "H", "H", "H", "H", "H", "H", "H", "H", "C", "C", "C", "C", "C", "C", "N", "O", "C", "C", "C", "H", "H", "H", "H", "H", "H", "H", "H", "H", "H", "H", "H", "H", "H", "H", "H", "H", "H", "Cl", "C", "C", "Cl", "H", "H", "H", "H", "Cl", "C", "C", "Cl", "H", "H", "H", "H", "C", "Cl", "Cl", "Cl", "H"], "positions_angstrom": [[2.36276, 2.00155, 2.54379], [3.89932, 2.08202, 2.22965], [4.24283, 3.55021, 2.34285], [4.56563, 4.08031, 3.71854], [5.67338, 3.16588, 4.36185], [5.27328, 1.60962, 4.33854], [4.76916, 1.12252, 3.00079], [4.36432, -0.28327, 2.98225], [6.56747, 0.83618, 4.50231], [4.34061, 1.25339, 5.51004], [4.16737, 1.83582, 0.75403], [1.77771, 2.25121, 1.65864], [1.97054, 2.75090, 3.23135], [1.99989, 0.97598, 2.61197], [5.01213, 3.90472, 1.65685], [3.30486, 4.08165, 2.18199], [3.61651, 4.00659, 4.24943], [4.80765, 5.13658, 3.83615], [5.73732, 3.32808, 5.43781], [6.71005, 3.43097, 4.15414], [6.34274, -0.22232, 4.63340], [7.35890, 0.95559, 3.76239], [6.78631, 1.14102, 5.52568], [4.23892, 0.16925, 5.55897], [4.60399, 1.67536, 6.47992], [3.34576, 1.49224, 5.13411], [3.63862, 0.96235, 0.37250], [5.25212, 1.78457, 0.66023], [3.95811, 2.70630, 0.13227], [-6.69699, -1.25411, -1.16956], [-5.90752, -2.01169, 0.00037], [-6.70569, -3.28005, 0.23381], [-6.15071, -4.35647, 1.08992], [-4.84942, -4.67589, 0.50117], [-3.86199, -3.53499, 0.35921], [-4.53123, -2.36968, -0.31699], [-3.68702, -1.28830, -0.82504], [-3.22491, -3.19797, 1.74243], [-2.75789, -4.20084, -0.47007], [-6.10180, -1.07497, 1.20159], [-6.75226, -1.82801, -2.09459], [-6.30712, -0.25312, -1.35429], [-7.71115, -1.19194, -0.77494], [-7.68650, -3.02805, 0.63708], [-6.90176, -3.64695, -0.77368], [-6.71784, -5.27398, 0.93296], [-6.03328, -4.00880, 2.11629], [-4.76310, -5.46888, -0.24167], [-4.38116, -5.13141, 1.37371], [-2.28391, -3.55634, 2.15981], [-3.05116, -2.12274, 1.78486], [-3.88265, -3.27339, 2.60833], [-1.86498, -3.61459, -0.68718], [-2.42439, -5.11637, 0.01848], [-3.27234, -4.34513, -1.42014], [-5.43949, -1.45862, 1.97764], [-7.12262, -1.02041, 1.57981], [-5.59025, -0.11256, 1.21517], [3.33158, -2.26201, -5.61468], [2.73313, -2.41323, -4.15323], [3.42267, -1.26380, -3.21707], [2.69673, 0.03788, -3.11194], [1.21390, -0.30070, -3.04058], [0.58620, -1.11635, -4.09743], [1.24898, -2.41783, -4.12559], [0.59250, -3.62617, -4.75169], [-0.86539, -1.42318, -3.58995], [0.64402, -0.31371, -5.39835], [3.38091, -3.65325, -3.57533], [4.41967, -2.20262, -5.58968], [2.95130, -1.36490, -6.10324], [2.87049, -3.01749, -6.25087], [3.84163, -1.53385, -2.24771], [4.38984, -1.00320, -3.64690], [2.76825, 0.67827, -3.99108], [3.00198, 0.56724, -2.20933], [0.68586, 0.65281, -3.03005], [1.07499, -0.66365, -2.02221], [-0.82819, -2.08698, -2.72618], [-1.39586, -0.51061, -3.31810], [-1.42245, -2.08724, -4.25086], [1.56235, 0.23313, -5.61221], [0.30189, -0.89937, -6.25160], [-0.05477, 0.51685, -5.29853], [4.33253, -3.47789, -3.07356], [3.52994, -4.30994, -4.43245], [2.71631, -4.14205, -2.86296], [-3.62907, 3.73268, -4.13200], [-3.17697, 4.70295, -3.05265], [-3.05291, 3.86385, -1.70531], [-1.85360, 3.01885, -1.66767], [-0.52451, 3.84356, -1.95966], [-0.60665, 4.65898, -3.27061], [-1.92692, 5.35733, -3.36210], [-1.96146, 6.37070, -4.39675], [0.61213, 5.58210, -2.99166], [-0.22084, 3.61449, -4.39923], [-4.29857, 5.79053, -2.73170], [-3.29748, 2.69580, -4.07704], [-3.34256, 4.10538, -5.11542], [-4.71646, 3.68058, -4.18661], [-2.91767, 4.61093, -0.92321], [-4.02217, 3.39432, -1.53743], [-2.04112, 2.23207, -2.39837], [-1.69295, 2.54252, -0.70050], [0.22636, 3.08393, -2.17705], [-0.35099, 4.40592, -1.04220], [0.61276, 6.28245, -3.82690], [0.55988, 6.22004, -2.10939], [1.56447, 5.05485, -3.04790], [-0.03008, 4.13695, -5.33664], [0.74774, 3.20964, -4.10591], [-0.95769, 2.87961, -4.72343], [-5.30252, 5.36655, -2.71141], [-4.42373, 6.55568, -3.49784], [-4.03054, 6.19439, -1.75540], [1.83608, -6.58432, 4.61829], [1.66537, -5.21344, 5.62916], [0.84836, -5.63479, 6.85161], [0.19611, -4.25831, 7.80438], [1.18392, -4.45766, 5.00859], [2.63454, -4.83915, 5.95888], [1.34521, -6.35651, 7.49996], [0.05498, -6.29208, 6.49580], [0.43040, -3.54446, 2.59365], [0.73231, -1.81694, 2.22675], [0.31524, -1.48525, 0.72318], [-0.11037, 0.24655, 0.39282], [1.78034, -1.65842, 2.48093], [-0.00021, -1.24224, 2.79353], [-0.55008, -2.09637, 0.46655], [1.19668, -1.66735, 0.10836], [0.48907, -0.64018, 6.86415], [1.12960, -1.31969, 5.27006], [-0.81323, 0.55473, 6.54131], [1.86380, -0.04155, 7.90047], [0.06799, -1.52563, 7.34035]], "forces_ev_per_angstrom": [[0.00, -0.63, -1.22], [-1.18, -0.33, -0.71], [0.45, 2.06, 1.13], [0.95, -1.54, 1.47], [-1.84, -0.37, 0.90], [1.88, -0.04, -1.07], [-2.73, -2.76, 0.85], [1.52, 5.78, -0.18], [-0.40, -0.52, 1.68], [-0.83, -0.50, -1.74], [0.27, -0.39, -0.45], [0.50, 0.47, -0.67], [0.33, -0.66, 0.80], [0.24, -0.03, 1.18], [-0.01, -0.31, -0.28], [0.09, -0.04, -1.16], [0.16, -0.35, 0.71], [0.28, 0.04, -0.69], [-0.49, 0.23, 0.28], [-0.04, -0.40, -1.29], [-0.05, -0.08, -0.42], [-0.14, 0.41, 0.16], [1.30, 0.04, 0.03], [0.39, -0.08, 0.28], [-0.11, 0.12, -0.28], [-0.33, 0.59, 0.78], [0.31, -0.13, -0.08], [0.09, -0.69, -0.16], [-0.72, 0.01, 0.14], [0.86, -0.81, 0.72], [-1.65, 1.74, -0.85], [-1.86, 0.21, -0.58], [-0.43, 0.29, -1.19], [2.36, -1.21, 2.48], [1.40, -0.25, 0.29], [3.66, 3.59, -1.57], [-3.33, -4.46, 2.17], [-0.85, 2.36, 0.97], [-0.20, 1.18, -1.12], [2.15, -0.41, 1.40], [0.26, -0.02, -0.04], [0.08, -0.17, 0.04], [-0.06, 0.23, -0.11], [-0.16, 0.49, -0.18], [-0.02, -0.52, -0.07], [-0.58, 0.19, 0.85], [-0.28, -0.37, 0.13], [-0.60, 0.56, -0.57], [0.47, -0.93, -0.19], [0.14, -0.95, -1.14], [0.17, 0.34, -0.39], [-0.64, -0.45, -0.15], [-0.14, 0.32, 0.26], [-0.31, -0.03, -0.15], [0.53, -0.66, -0.33], [-0.48, -0.73, 0.70], [0.12, 0.03, -0.26], [-0.57, 0.48, -1.18], [-1.80, 0.79, 0.48], [2.33, 1.25, 0.69], [0.62, 0.42, -1.30], [-1.45, -0.24, -0.64], [0.60, 1.96, 2.50], [-1.55, -1.16, 0.12], [-0.43, -4.49, -2.49], [2.86, 5.43, 2.54], [0.34, -0.49, -0.44], [-0.94, 0.24, -0.38], [-0.82, -1.33, -0.49], [-0.16, -0.46, -0.07], [0.25, 0.41, 0.26], [0.60, -0.59, 0.16], [-1.15, -0.89, 0.38], [0.15, -0.42, -0.83], [0.81, 0.11, 0.00], [-0.08, 0.25, -0.16], [-0.34, 0.12, -0.01], [-0.48, -0.61, -0.13], [0.44, 0.42, 0.43], [-0.07, -0.08, -0.19], [-0.07, 0.61, -0.62], [0.32, -0.66, 0.05], [0.25, -0.04, -0.06], [-0.41, -0.07, 0.12], [-0.05, 0.20, -0.28], [0.15, -0.57, 0.39], [0.01, -0.04, 0.01], [-0.51, 0.16, -1.38], [-1.91, -0.55, 1.57], [-0.15, 2.65, -0.29], [1.51, -0.75, -0.50], [-3.01, -2.03, -0.20], [0.99, -1.23, 2.07], [1.80, 3.49, -4.01], [-0.01, -3.92, 3.90], [-0.77, 1.44, -2.36], [-0.23, 1.88, -0.64], [0.80, -0.62, -0.70], [0.35, 0.13, 0.37], [0.15, 0.06, -0.08], [-0.09, 0.03, 0.30], [-0.29, 0.20, 0.28], [0.17, -0.32, -0.05], [0.65, -0.38, -0.08], [-0.31, -0.15, 0.01], [0.33, 0.27, 0.75], [0.36, 0.25, -0.31], [0.37, 0.29, -0.15], [-0.28, -0.49, 0.20], [-0.25, -0.26, 0.27], [0.09, 0.40, -0.06], [-0.29, -0.43, -0.03], [-0.06, -0.22, 0.85], [0.20, -0.58, 0.43], [0.70, 0.16, 0.07], [-0.28, 0.39, -0.19], [0.53, -1.64, -1.10], [-0.22, 1.47, 1.48], [-0.57, -0.66, -0.37], [0.29, -0.57, -0.32], [-0.09, 0.18, 0.52], [0.02, -0.02, -0.27], [0.70, 0.63, 0.22], [-0.65, 0.65, -0.10], [-0.01, 0.00, -0.42], [-1.43, 0.83, -1.38], [1.23, -0.63, 0.99], [0.09, -0.52, 0.49], [-0.32, 0.46, -0.09], [0.64, -0.10, 0.62], [0.17, 0.19, -0.19], [-0.40, -0.25, -0.33], [-0.20, -0.70, 0.07], [0.80, -0.98, -1.56], [-1.46, 1.07, 0.04], [1.18, 0.55, 1.35], [-0.20, 0.17, 0.29]]}